Density functional theory data (the ωB97M-V functional and the def2-TZVPD basis) for a gas-phase ion, C20H33N6 (charge +1).

HOMO-LUMO gap in eV: 9.464
HOMO level in eV: -11.77
SMILES: CCC[C@H](c1nnnn1C(C)(C)C)[NH+]1CCN(Cc2ccccc2)CC1
Maximum force in eV/A: 1.46

Structure (ORCA input):
```
! RIJCOSX wB97M-V def2-TZVPD def2/J DEFGRID3
* xyz 1 1
C -0.31870 -3.42599 -0.22687
H 0.21816 -2.96094 0.60063
H 0.20576 -3.23285 -1.15975
C -1.77882 -2.98512 -0.30587
H -2.22216 -3.02874 0.69158
H -2.31736 -3.70362 -0.92544
C -2.02590 -1.60216 -0.91872
H -3.10403 -1.47918 -1.03667
H -1.60475 -1.55150 -1.92237
C -1.51968 -0.42702 -0.06716
C -2.17313 0.86006 -0.46143
N -1.56085 1.76720 -1.19765
N -2.41742 2.75672 -1.37829
N -3.50724 2.51385 -0.79993
N -3.42020 1.32934 -0.18846
C -4.60875 0.84721 0.52448
C -4.26059 -0.20646 1.57164
H -3.94951 -1.14668 1.12490
H -3.49541 0.15686 2.25524
H -5.15273 -0.40672 2.15878
C -5.23257 2.06244 1.21535
H -4.54766 2.48182 1.94895
H -6.14382 1.76362 1.72401
H -5.47314 2.83226 0.48872
C -5.57404 0.28752 -0.52302
H -6.49560 -0.02288 -0.04042
H -5.80968 1.05225 -1.25895
H -5.15147 -0.57327 -1.03842
H -1.75126 -0.64051 0.98257
N -0.03502 -0.28782 -0.13196
C 0.51129 0.72227 0.80354
H -0.06357 0.71818 1.73068
C 1.98181 0.35649 1.07380
N 2.40202 -0.59219 0.05434
C 2.11821 -0.03769 -1.25968
C 0.58864 -0.06127 -1.46113
H 0.31020 -0.87939 -2.12274
H 0.20747 0.87702 -1.86694
H 2.50736 0.98422 -1.36818
H 2.59783 -0.65873 -2.01557
C 3.77217 -1.07689 0.23292
C 4.83147 -0.00767 0.13153
C 5.38348 0.32755 -1.09896
C 6.32558 1.33637 -1.19570
C 6.72616 2.02350 -0.06244
C 6.18801 1.69150 1.16911
C 5.24601 0.68221 1.26480
H 4.84306 0.41616 2.23226
H 6.50532 2.21471 2.05819
H 7.46269 2.80827 -0.13734
H 6.75099 1.58182 -2.15669
H 5.08913 -0.21453 -1.98652
H 3.81219 -1.55183 1.21665
H 3.93644 -1.84607 -0.52530
H 2.59631 1.26818 1.08047
H 2.08713 -0.12977 2.04698
H 0.41343 1.70373 0.33791
H 0.37783 -1.18786 0.16929
H -0.28108 -4.49804 -0.05076
*
```